Record 1
Molecular formula: C5H8N2O3S
Method: DFT, ωB97M-V/def2-TZVPD

```
! RIJCOSX wB97M-V def2-TZVPD def2/J DEFGRID3
* xyz 0 1
C 1.27828 0.10716 1.45547
N 1.54606 0.69055 0.18779
C 2.02758 -0.25387 -0.85066
S 0.51605 1.79671 -0.45349
O 1.13117 2.26901 -1.76493
O 0.23238 2.79139 0.57217
C -1.14238 1.07944 -0.68071
N -1.91537 0.72031 0.23677
C -3.17091 0.77433 -0.28080
C -3.11644 1.14169 -1.58846
O -1.79119 1.36942 -1.86045
H 2.07540 -0.53576 1.64818
H 1.24962 0.87062 2.25953
H 0.42905 -0.69612 1.40781
H 2.14101 0.26080 -1.77513
H 2.91241 -0.59802 -0.43962
H 1.28411 -1.11802 -1.08322
H -3.96021 0.26024 0.15754
H -3.74074 1.26943 -2.35635
*
```

Calculated values
SMILES: CN(C)S(=O)(=O)c1ncco1
Energy relative to the best compared isomer or geometry (same formula, charge and spin) (kJ/mol): 290.7
LUMO (Eh): 0.0231

Atom charges from the natural (NBO) analysis, given in e for atoms 1 to 6:
1. C -0.4244
2. N -0.6402
3. C -0.4226
4. S 2.2170
5. O -0.8925
6. O -0.9002


Record 2
Molecular formula: C19H7Cl52N2O2S
Method: DFT, ωB97M-V/def2-TZVPD

```
! RIJCOSX wB97M-V def2-TZVPD def2/J DEFGRID3
* xyz -1 1
C 5.34206 -6.40015 2.70890
S 3.66492 -5.92130 2.15987
O 3.24652 -6.76908 1.03070
O 3.77958 -4.52595 1.70809
N 2.74629 -6.02073 3.49861
C 1.39157 -6.26271 3.18908
C 0.89318 -7.59715 3.05298
C -0.51426 -7.63745 2.78849
C -1.24623 -6.44493 2.68144
N -0.82586 -5.16656 2.75531
C 0.49908 -5.17545 3.01124
H 5.68606 -5.60664 3.40320
H 5.21193 -7.33018 3.29783
H 6.02287 -6.56858 1.85826
H 1.47926 -8.51585 3.17120
H -1.02814 -8.60503 2.67193
H -2.33830 -6.55627 2.50819
H 0.95471 -4.15925 3.12594
C 1.15698 -6.87116 -1.80711
Cl 2.16759 -5.43486 -2.02679
Cl -0.24484 -6.79008 -2.90295
Cl 2.11346 -8.32184 -2.17560
Cl 0.59773 -6.93879 -0.14165
C -0.07713 -2.31044 -1.21128
Cl 1.47349 -1.45805 -1.10490
Cl -0.19093 -3.49307 0.08971
Cl -1.40458 -1.13994 -1.05567
Cl -0.19079 -3.13514 -2.77683
C 0.95096 2.61512 -1.07870
Cl 0.21110 1.84490 0.32939
Cl 0.36865 1.82140 -2.55216
Cl 0.51681 4.33301 -1.10550
Cl 2.71560 2.46117 -0.97491
C -3.31511 3.13636 -3.20821
Cl -4.03772 2.92416 -4.81295
Cl -2.09711 4.41768 -3.27864
Cl -4.57180 3.58772 -2.04632
Cl -2.56054 1.62380 -2.68967
C 3.77320 6.83530 -0.82569
Cl 5.33114 7.66932 -0.69413
Cl 3.63769 5.64242 0.47180
Cl 2.45653 8.01609 -0.68521
Cl 3.67164 6.02314 -2.39676
C 6.95701 3.12306 1.73676
Cl 8.00678 4.53900 1.54966
Cl 5.57484 3.26873 0.64014
Cl 7.86885 1.65616 1.35059
Cl 6.37558 3.03552 3.40588
C -2.06536 -10.64097 -3.43322
Cl -0.52676 -9.78145 -3.33083
Cl -2.17400 -11.82389 -2.11787
Cl -3.39887 -9.48240 -3.29406
Cl -2.17645 -11.48218 -4.99201
C -2.64557 3.29548 2.52107
Cl -3.39027 3.07360 0.93063
Cl -1.41361 4.56349 2.40922
Cl -3.88916 3.77122 3.69031
Cl -1.89259 1.78178 3.04647
C -3.24726 8.03790 2.11356
Cl -3.56632 7.44663 3.75010
Cl -1.51311 8.34703 1.92561
Cl -3.75994 6.82606 0.93180
Cl -4.14733 9.54229 1.84437
C -8.36086 5.04303 -2.03762
Cl -9.71817 4.18249 -2.78124
Cl -7.21920 5.54617 -3.29104
Cl -8.96475 6.47081 -1.18056
Cl -7.53562 3.97506 -0.89161
C -5.36822 9.37892 -3.29649
Cl -4.81471 9.49503 -1.61899
Cl -4.71775 7.90439 -4.02923
Cl -7.13800 9.32534 -3.33173
Cl -4.80194 10.78974 -4.20611
C 1.16409 -1.70306 5.82856
Cl 0.87851 -2.25062 7.49175
Cl 2.89151 -1.39240 5.60010
Cl 0.63424 -2.95227 4.69309
Cl 0.25285 -0.20431 5.53924
C 4.08397 3.09816 -5.02445
Cl 4.58551 3.20100 -3.33037
Cl 4.73203 1.61682 -5.74587
Cl 2.31880 3.07734 -5.11914
Cl 4.70401 4.50638 -5.90694
*
```

Calculated values
Energy relative to the best compared isomer or geometry (same formula, charge and spin) (kJ/mol): 76.9
LUMO (Eh): 0.0399

Atom charges from the Löwdin analysis, given in e for atoms 1 to 6:
1. C -0.1731
2. S 0.4993
3. O -0.4550
4. O -0.4113
5. N -0.1805
6. C -0.3859


Record 3
Molecular formula: C11H20IN3O2Si
Method: DFT, ωB97M-V/def2-TZVPD

```
! RIJCOSX wB97M-V def2-TZVPD def2/J DEFGRID3
* xyz 0 1
C 3.92950 -2.33484 -1.11506
C 3.56657 -1.29825 -0.05885
I 5.36646 -0.70281 0.99547
C 2.86586 -0.06945 -0.61397
Si 1.18275 -0.41599 -1.41717
C 0.45141 -2.06620 -0.83114
C -1.07097 -2.11232 -0.60291
N -1.46174 -1.04810 0.30946
N -1.84218 -1.88072 -1.81187
N -1.48968 -3.41940 -0.06915
H 4.03865 -3.32810 -0.67874
H 4.86546 -2.08465 -1.61448
H 3.14945 -2.37921 -1.88001
H 2.98202 -1.74928 0.74057
H 2.72148 0.66688 0.18126
H 3.51219 0.41166 -1.35528
H 1.36635 -0.48473 -2.88975
H 0.27788 0.71332 -1.13519
H 0.69232 -2.82029 -1.58641
H 0.94877 -2.37785 0.09538
H -0.92264 -1.12515 1.16698
H -2.43447 -1.21196 0.55192
H -1.65621 -0.95755 -2.18210
H -1.65454 -2.57604 -2.52102
H -1.28530 -3.44922 0.92218
H -0.94231 -4.16723 -0.48238
O -3.72673 3.44996 3.69481
C -3.05643 3.48231 2.68563
C -2.80002 4.76120 1.97303
C -2.06465 4.79847 0.86599
C -1.46753 3.56217 0.29584
O -0.79385 3.59952 -0.71098
C -1.72469 2.28134 1.00499
C -2.46057 2.24919 2.11273
H -3.24537 5.64599 2.40985
H -1.86294 5.71643 0.32867
H -1.28827 1.38920 0.57120
H -2.66602 1.33173 2.65051
*
```

Calculated values
SMILES: C[C@@H](I)C[SiH2]CC(N)(N)N.O=C1C=CC(=O)C=C1
LUMO (Eh): -0.0503

Atom charges from the natural (NBO) analysis, given in e for atoms 1 to 6:
1. C -0.6480
2. C -0.2536
3. I 0.0334
4. C -0.8834
5. Si 1.1139
6. C -0.8892


Record 4
Molecular formula: C25H31N3O3
Method: DFT, ωB97M-V/def2-TZVPD

```
! RIJCOSX wB97M-V def2-TZVPD def2/J DEFGRID3
* xyz 0 1
C -4.99947 -0.68133 -1.00203
C -4.67278 0.66567 -0.36547
N -3.27802 1.04494 -0.54185
C -2.88561 1.23048 -1.92998
C -3.60482 2.33717 -2.71084
C -2.89034 2.16233 0.30618
C -2.86214 1.81383 1.79908
C -2.17923 0.47837 2.10571
N -0.78778 0.46837 1.72915
C 0.18787 1.01223 2.48833
O 0.02691 1.57376 3.55075
C 1.50685 0.78710 1.74626
O 2.60128 1.13129 2.13328
C 1.14916 0.08046 0.52366
C 1.98676 -0.38072 -0.43075
O 1.47347 -1.09301 -1.45963
C 3.44075 -0.14228 -0.41714
C 3.91472 1.16365 -0.45147
C 5.27437 1.43398 -0.46229
C 5.75869 2.84996 -0.47105
C 6.15874 0.36319 -0.44251
C 5.69354 -0.93761 -0.40343
C 4.33411 -1.21790 -0.39059
C 3.86189 -2.64242 -0.31727
C -0.33307 -0.19915 0.53101
C -0.59938 -1.68483 0.59498
C -0.11315 -2.44912 1.64975
C -0.37237 -3.80874 1.66734
C -1.11193 -4.35009 0.62544
N -1.57775 -3.63193 -0.38146
C -1.32601 -2.33561 -0.39441
H -5.97758 -1.01294 -0.66192
H -4.26051 -1.42351 -0.70996
H -5.02469 -0.61990 -2.08666
H -5.36192 1.43606 -0.75093
H -4.84946 0.58275 0.70808
H -1.81159 1.44494 -1.94041
H -3.03295 0.27825 -2.44463
H -4.66765 2.12774 -2.79932
H -3.47715 3.30095 -2.22382
H -3.18628 2.40043 -3.71207
H -3.55391 3.03463 0.17467
H -1.88429 2.46516 0.00333
H -3.87480 1.77640 2.20282
H -2.32854 2.60714 2.32455
H -2.67903 -0.33165 1.57247
H -2.23529 0.30052 3.18452
H 2.18307 -1.37873 -2.05015
H 3.20645 1.97809 -0.46606
H 5.51531 3.32459 0.47867
H 6.83498 2.89480 -0.61568
H 5.27191 3.41878 -1.26143
H 7.22309 0.54824 -0.44562
H 6.39750 -1.75686 -0.37267
H 3.83643 -3.09627 -1.31020
H 2.86827 -2.71467 0.12052
H 4.54765 -3.22885 0.29021
H -0.83765 0.20756 -0.35183
H 0.45788 -1.98155 2.44069
H -0.00995 -4.43296 2.46934
H -1.34409 -5.40643 0.59265
H -1.72047 -1.78474 -1.23795
*
```

Calculated values
SMILES: CCN(CC)CCCN1C(=O)C(=O)/C(=C(/O)c2cc(C)ccc2C)[C@H]1c1cccnc1
Energy relative to the best compared isomer or geometry (same formula, charge and spin) (kJ/mol): 150.3
LUMO (Eh): -0.0052

Atom charges from the natural (NBO) analysis, given in e for atoms 1 to 6:
1. C -0.6181
2. C -0.2170
3. N -0.4706
4. C -0.2106
5. C -0.6381
6. C -0.2182


Result set for E_HOMO: -0.3647, -0.1761, -0.3443, -0.3173 Ha, one per record in the order listed.